Record 1
{
  "formula": "CH2Cl4Si",
  "method": "wB97M-V/def2-TZVPD",
  "elements": ["C", "Si", "Cl", "Cl", "Cl", "Cl", "H", "H"],
  "coordinates": [[0.35006, -0.11559, 0.94534], [-0.17551, 0.36331, -0.80955], [-0.86264, 0.15952, 2.11892], [1.45115, 0.55979, -2.06999], [-1.15888, 2.04249, -0.99831], [-1.39715, -1.29589, -1.34208], [1.46641, 0.01909, 1.39558], [0.32657, -1.73271, 0.76008]],
  "forces_ev_per_a": [[3.106, -4.425, -0.218], [0.860, -2.538, 0.042], [-0.722, 0.460, 0.768], [-0.389, -0.370, 0.428], [-0.955, 1.256, 0.086], [0.622, 1.228, -0.041], [-2.851, 0.010, -1.384], [0.330, 4.379, 0.319]],
  "homo_lumo_gap_ev": 10.377,
  "charge": 0,
  "homo_ev": -10.27,
  "relative_energy_kj_mol": 243.23,
  "fmax_ev_per_a": 5.41
}

=====

Record 2
{
  "formula": "C3H10NS",
  "method": "wB97M-V/def2-TZVPD",
  "elements": ["C", "C", "C", "N", "S", "H", "H", "H", "H", "H", "H", "H", "H", "H", "H"],
  "coordinates": [[-1.62036, -0.11192, 0.40853], [0.71424, -0.56881, 1.04948], [0.69398, -0.14128, -2.08729], [-0.25133, 0.42381, 0.49447], [-0.23109, 2.07964, 0.97609], [-2.02659, 0.47170, -0.43642], [-1.52527, -1.21160, 0.25320], [-2.17885, 0.04822, 1.37697], [0.45295, -1.44473, 0.51230], [1.85826, -0.50292, 0.94633], [0.50959, -0.90261, 2.06635], [0.37185, -1.08642, -2.40297], [0.59555, 0.73573, -2.62755], [1.61182, -0.11962, -1.58471], [1.02526, 2.33083, 1.05521]],
  "forces_ev_per_a": [[-0.177, 0.147, 0.150], [1.352, -0.635, -0.140], [0.668, -0.001, 0.966], [1.848, 0.489, 1.370], [-2.273, -1.209, -0.547], [-0.590, -0.803, 0.484], [-0.356, 1.026, -0.283], [0.532, 0.030, -1.031], [0.051, -0.920, -0.790], [-1.916, 1.002, -0.102], [-0.298, 0.883, 0.415], [-0.904, -0.980, -0.383], [-1.039, 1.447, -1.146], [1.137, -0.265, 1.038], [1.965, -0.211, 0.000]],
  "homo_lumo_gap_ev": [6.262, 9.951],
  "charge": 1,
  "homo_ev": [-13.35, -14.58],
  "relative_energy_kj_mol": 489.89,
  "fmax_ev_per_a": 2.63
}